# 1
C21H27MoNO2P2 | ωB97M-V/def2-TZVPD

Computed properties:
molar mass: 483.34 u
frontier orbital gap (alpha / beta): 5.8383 / 6.2696 eV
HOMO energy (alpha / beta): -0.52421 / -0.52721 Eh
charge: +2
max |F|: 0.076 hartree/bohr
energy relative to the best compared isomer or geometry (same formula, charge and spin): 0.0 kcal/mol
2S+1: 3

```
54
Properties=species:S:1:pos:R:3:forces:R:3
C -1.53031 3.39160 -2.08036 0.1 -1.0 0.4
C -1.35960 2.04372 -1.76781 -0.3 0.4 0.3
C -0.08607 1.45400 -1.96373 0.8 -0.8 0.9
C 1.03529 2.24968 -2.35384 -0.3 0.1 0.3
C 0.81590 3.62965 -2.61825 -0.1 0.2 0.0
C -0.44618 4.17385 -2.50817 0.7 0.2 -0.3
C 2.29990 1.64999 -2.34014 0.0 0.0 -1.1
C 2.43933 0.25631 -2.33011 0.0 -0.3 0.4
C 1.30121 -0.52998 -1.96427 -0.5 1.0 0.9
C 1.41831 -1.92914 -1.76866 0.3 -0.4 0.5
C 2.65898 -2.53351 -1.97648 -0.9 0.4 0.2
C 3.77784 -1.77445 -2.35464 0.4 0.6 -0.3
C 3.68034 -0.40780 -2.52311 0.2 -0.2 0.0
H -2.50772 3.85220 -1.93704 0.2 -0.1 -0.1
H 1.68115 4.22927 -2.90154 -0.3 0.0 0.0
H -0.60558 5.22820 -2.73079 0.1 -0.3 0.0
H 3.18655 2.27556 -2.45759 -0.2 -0.1 0.0
H 2.76386 -3.60416 -1.79653 0.0 0.2 -0.1
H 4.73521 -2.27398 -2.49396 -0.2 0.2 0.0
H 4.54680 0.20151 -2.78872 -0.2 -0.3 0.0
N 0.13838 0.13622 -1.54745 0.0 -0.1 -2.6
Mo 0.05976 0.02452 0.49127 3.0 2.2 0.7
C -2.44956 1.24064 -1.09054 -0.1 -0.1 -0.1
H -2.60892 0.26024 -1.56857 0.0 0.3 0.1
H -3.40267 1.78652 -1.08282 0.2 -0.1 -0.1
C 0.25509 -2.69634 -1.16762 -0.1 -0.1 -0.1
H -0.69258 -2.50161 -1.69362 0.3 -0.1 0.1
H 0.44605 -3.77789 -1.16324 0.0 0.2 -0.2
P -2.02805 0.92846 0.69516 -3.3 1.9 -0.1
P 0.01171 -2.23423 0.60839 0.5 -3.9 0.1
C 1.31075 -3.17405 1.46011 0.3 0.4 0.2
H 1.20646 -3.00470 2.54103 0.1 -0.1 -0.3
H 1.18579 -4.24152 1.22759 0.0 0.3 0.0
H 2.30113 -2.83255 1.13872 -0.1 -0.1 0.1
C -1.47639 -3.11511 1.14830 -0.5 0.4 0.2
H -1.31753 -4.19531 1.02069 0.0 0.3 0.0
H -1.64062 -2.88619 2.21128 0.0 -0.1 -0.3
H -2.35216 -2.79341 0.57225 0.1 -0.2 0.1
C -2.19644 2.57722 1.45045 0.5 0.0 0.2
H -3.19014 2.98935 1.22877 0.2 -0.2 0.0
H -2.07005 2.46760 2.53569 0.0 0.1 -0.2
H -1.41969 3.24725 1.06559 -0.2 0.0 0.1
C -3.49052 0.05390 1.33306 0.3 -0.5 0.2
H -3.38003 -0.06372 2.41998 -0.1 0.0 -0.3
H -4.38752 0.65196 1.11718 0.3 -0.1 0.0
H -3.58045 -0.93624 0.86975 -0.1 0.3 0.1
C 0.83025 0.05901 2.59085 0.8 0.2 -0.2
O 1.84908 0.67127 2.87310 -1.6 -0.8 -0.1
H 1.50416 0.96138 0.27979 -0.7 -0.4 0.7
C 0.17681 -0.20229 4.88696 -0.1 -0.4 0.8
O 0.03567 -0.60136 3.51121 0.5 0.8 -0.9
H -0.62505 0.50754 5.12785 0.3 -0.2 0.0
H 1.15582 0.23696 5.10430 -0.2 -0.2 -0.2
H 0.03627 -1.12601 5.46023 0.1 0.4 0.0
```
Positions in Å, forces in eV/Å.

---

# 2
C21H27N2O2S | ωB97M-V/def2-TZVPD

Computed properties:
molar mass: 371.53 u
frontier orbital gap: 4.1186 eV
HOMO energy: -0.32702 Eh
charge: +1
max |F|: 0.084 hartree/bohr
2S+1: 1

```
53
Properties=species:S:1:pos:R:3:forces:R:3
C 4.00881 0.73849 2.22918 0.0 0.0 0.1
C 4.44413 0.19569 0.85486 0.0 0.4 0.2
C 3.23700 -0.25854 0.02869 0.1 -0.4 -0.3
N 2.23224 0.82489 -0.06168 -1.2 1.2 -3.2
C 1.76801 1.31106 -1.25880 1.0 -1.9 3.7
C 0.90773 2.43696 -1.41734 -1.0 1.5 0.1
C 1.07866 3.65478 -0.70495 0.2 -0.9 -0.3
C 0.18947 4.69053 -0.85767 -0.2 0.2 -0.1
C -0.91189 4.55079 -1.69044 0.0 -0.1 0.0
C -1.10229 3.37671 -2.40393 -0.3 0.2 0.0
C -0.19698 2.35133 -2.30239 1.0 -0.4 0.5
C 1.74508 1.28617 1.25199 -0.1 0.6 0.3
C 2.91311 1.81127 2.08940 0.3 0.0 0.0
H 3.63521 -0.08557 2.84986 0.0 0.1 -0.1
H 4.87244 1.14767 2.77288 -0.2 -0.1 -0.3
H 4.97646 0.98068 0.30594 -0.1 0.0 0.0
H 5.16095 -0.62702 0.97540 -0.3 0.1 -0.1
H 3.52855 -0.57548 -0.97821 -0.1 0.3 0.1
H 2.75907 -1.12456 0.49467 -0.1 0.1 0.1
H 1.96503 0.69498 -2.12135 0.5 -0.1 -0.1
H 1.93605 3.77671 -0.06694 0.2 0.0 0.2
H 0.33943 5.61598 -0.32464 0.1 0.1 0.1
H -1.62387 5.35462 -1.78172 -0.1 0.1 0.0
H -1.97488 3.26482 -3.02740 0.0 0.0 -0.1
H -0.34953 1.43941 -2.85240 0.0 -0.2 -0.2
H 0.95723 2.03378 1.11319 0.3 -0.2 -0.1
H 1.26564 0.43609 1.74831 0.2 -0.2 -0.2
H 2.55764 2.14634 3.07281 0.0 -0.2 -0.3
H 3.33429 2.69858 1.60112 0.0 -0.1 0.0
C -1.11587 -1.62814 -2.63905 0.1 0.6 -0.9
S -2.29817 -2.97340 -2.35059 2.3 -0.6 2.5
C -1.26123 -4.24501 -3.10167 -0.1 -0.3 -0.5
C -1.78472 -3.31154 -0.66434 -0.5 -0.4 -1.3
C -2.31174 -2.63659 0.42238 -0.7 0.5 0.0
C -1.82204 -2.87235 1.73451 -0.1 0.2 -0.4
C -2.32745 -2.18344 2.79825 0.0 0.1 0.4
C -3.34435 -1.25098 2.61976 -0.1 0.1 0.0
N -3.88855 -0.54729 3.75802 -0.6 0.7 1.2
O -4.82599 0.25049 3.57369 1.3 -1.0 0.1
O -3.40322 -0.77225 4.88146 -0.5 0.3 -1.5
C -3.84312 -1.00419 1.34577 -0.3 0.3 0.3
C -3.34300 -1.67240 0.26725 0.5 -0.2 0.4
H -1.43511 -0.72886 -2.12189 -0.3 -0.1 0.2
H -0.13728 -1.90997 -2.26073 -0.1 -0.3 0.1
H -1.03643 -1.40934 -3.69962 -0.1 0.1 -0.3
H -1.68363 -5.22925 -2.92764 -0.3 0.0 0.1
H -1.18750 -4.08833 -4.17285 -0.1 0.2 -0.1
H -0.26254 -4.22103 -2.67677 0.0 0.2 0.2
H -1.01436 -4.04298 -0.50893 0.2 -0.3 -0.5
H -1.03248 -3.58739 1.88109 0.2 -0.2 0.0
H -1.94938 -2.34787 3.79213 0.0 -0.1 0.2
H -4.62330 -0.27278 1.22755 -0.2 0.1 0.0
H -3.72132 -1.46226 -0.71621 -0.3 0.1 -0.3
```
Positions in Å, forces in eV/Å.

---

# 3
C21H27N3O | ωB97M-V/def2-TZVPD

Computed properties:
molar mass: 337.47 u
frontier orbital gap: 9.2407 eV
HOMO energy: -0.30982 Eh
max |F|: 0.010 hartree/bohr
energy relative to the best compared isomer or geometry (same formula, charge and spin): 0.9 kcal/mol
2S+1: 1
SMILES string: Cc1ccc(CN2CCN(CC(=O)NCc3ccccc3)CC2)cc1

```
52
Properties=species:S:1:pos:R:3:forces:R:3
C -4.89602 -1.60108 -0.67107 0.0 0.0 0.0
C -4.01586 -0.40206 -0.49217 -0.1 0.0 0.1
C -4.06998 0.36700 0.66162 -0.1 -0.1 -0.1
C -3.22980 1.45484 0.83003 0.1 0.1 -0.1
C -2.31776 1.80301 -0.15460 -0.1 0.1 0.1
C -1.38016 2.96706 0.00943 0.1 -0.1 0.0
N -0.00372 2.50610 0.10843 -0.2 0.1 0.0
C 0.94174 3.58868 -0.08678 0.0 0.1 -0.1
C 2.37711 3.08188 0.14168 0.0 0.1 0.0
N 2.35849 1.63561 0.13759 0.4 0.1 0.0
C 3.65141 1.00333 -0.00814 0.0 0.0 0.2
C 3.48323 -0.44555 -0.47420 0.0 0.4 -0.1
O 4.28216 -1.32041 -0.21648 0.2 -0.2 0.2
N 2.38725 -0.60809 -1.24238 -0.4 0.0 -0.3
C 1.86570 -1.91777 -1.57160 0.1 -0.1 0.0
C 0.92413 -2.40724 -0.49712 0.1 -0.1 0.0
C -0.21130 -1.66834 -0.18475 0.1 -0.1 0.0
C -1.05621 -2.07586 0.83170 -0.1 0.1 0.0
C -0.77724 -3.22966 1.54492 0.0 -0.1 0.1
C 0.35216 -3.96988 1.23998 0.0 -0.1 0.1
C 1.20154 -3.55762 0.22737 0.0 0.0 -0.1
C 1.63826 1.15307 1.30147 0.0 -0.1 0.1
C 0.25801 1.82759 1.36212 0.0 -0.1 0.0
C -2.26665 1.03833 -1.31432 -0.1 0.0 0.0
C -3.10299 -0.04793 -1.48020 0.0 0.1 0.0
H -5.67819 -1.62848 0.08358 -0.1 0.0 0.0
H -5.35819 -1.59485 -1.65654 -0.1 -0.1 0.0
H -4.30354 -2.51275 -0.58679 0.0 -0.1 0.0
H -4.77357 0.11147 1.44168 -0.1 0.0 0.1
H -3.28757 2.03900 1.73811 0.0 0.1 0.1
H -1.44753 3.60745 -0.87558 0.0 0.0 0.1
H -1.67151 3.57083 0.88827 0.0 0.0 -0.1
H 0.82576 3.94422 -1.11408 0.0 0.1 0.1
H 0.73562 4.43710 0.59183 0.0 -0.1 -0.1
H 2.77538 3.47800 1.09283 0.0 0.0 -0.1
H 3.02723 3.43104 -0.66255 0.0 0.0 0.1
H 4.22242 1.53163 -0.77712 0.0 0.0 0.0
H 4.24952 1.00322 0.91773 0.0 -0.1 -0.1
H 1.74935 0.17893 -1.25291 0.1 0.0 0.1
H 2.71933 -2.59332 -1.66053 -0.1 0.0 -0.1
H 1.35024 -1.85381 -2.53488 0.1 -0.1 0.1
H -0.43843 -0.76649 -0.73396 0.0 0.1 -0.1
H -1.93288 -1.48910 1.06378 -0.1 0.1 0.0
H -1.43681 -3.54890 2.33864 -0.1 0.0 0.1
H 0.57669 -4.86781 1.79685 0.0 -0.1 0.0
H 2.09027 -4.12814 0.00172 0.1 0.0 0.0
H 2.19986 1.36054 2.23052 0.0 0.0 -0.1
H 1.52944 0.06958 1.21611 0.0 0.0 0.0
H -0.51800 1.07545 1.51425 0.0 0.0 0.1
H 0.21490 2.53602 2.21061 -0.1 0.0 0.0
H -1.56004 1.30505 -2.08673 0.1 0.0 -0.1
H -3.04956 -0.63605 -2.38546 0.0 -0.1 -0.1
```
Positions in Å, forces in eV/Å.